1.
The following is a quantum chemistry calculation of a molecular structure, C33H38NO5ReS2 at a distorted geometry, from the OMol25 dataset.

Structure (ORCA input):
```
! RIJCOSX wB97M-V def2-TZVPD def2/J DEFGRID3
* xyz 3 2
Re -0.570 -0.056 0.999
S 2.812 -0.856 0.612
S -0.519 -0.612 4.331
O 1.568 -0.080 1.081
O 0.919 0.592 -3.138
O -0.316 -0.948 2.832
O -0.473 1.240 -0.317
O -2.253 -0.752 0.872
N -1.649 -0.264 -3.704
C -0.668 -0.211 -4.697
C -0.003 -0.795 -6.942
C 0.639 -4.230 -0.199
C -0.964 -0.744 -5.956
C -0.593 2.148 -1.238
C 1.611 -5.032 -0.777
C -3.572 -0.857 1.291
C -1.111 3.892 4.766
C 1.588 0.221 -5.445
C 0.647 0.242 -4.417
C -4.171 0.534 1.524
C -0.048 3.437 -1.080
C 2.307 -0.478 4.062
C 1.272 -0.293 -6.689
C -4.379 -1.658 0.266
C 2.886 -4.534 -1.001
C -1.206 2.759 -3.518
C 0.956 -2.942 0.199
C -0.132 4.368 -2.091
C -0.718 4.034 -3.313
C 3.206 -3.245 -0.608
C -0.243 2.069 3.461
C -1.401 1.637 5.532
C 2.246 0.943 -2.790
C -1.191 1.803 -2.495
C 2.239 -2.465 0.014
C -0.445 3.429 3.641
C 3.605 -1.515 2.153
C -1.581 2.998 5.715
C 1.181 -0.668 5.063
C -1.788 0.509 -2.660
C 2.608 -1.760 3.276
C -0.732 1.183 4.406
H 2.925 0.106 -2.962
H 2.065 0.337 3.378
H -2.094 3.349 6.597
H -3.560 -1.405 2.248
H 0.265 5.360 -1.939
H 3.201 -0.181 4.617
H -2.424 0.147 -1.856
H -3.897 -2.608 0.060
H -1.961 -1.109 -6.155
H -5.374 -1.860 0.644
H 0.315 1.727 2.592
H -0.240 -1.208 -7.908
H 2.213 1.173 -1.727
H -2.298 -1.043 -3.809
H -5.176 0.424 1.923
H 0.437 3.680 -0.147
H 2.584 0.596 -5.268
H -4.229 1.087 0.587
H 4.371 -0.797 2.448
H -0.361 -4.602 -0.048
H -1.775 0.928 6.254
H -0.800 4.776 -4.093
H 3.028 -2.507 3.953
H 0.190 -2.327 0.668
H 1.183 0.117 5.818
H -4.462 -1.086 -0.655
H -1.665 2.502 -4.460
H 1.264 -1.630 5.565
H -0.063 4.125 2.909
H -1.260 4.952 4.904
H 4.197 -2.851 -0.772
H 2.585 1.825 -3.336
H 1.689 -2.182 2.860
H -3.570 1.098 2.235
H 3.632 -5.148 -1.481
H 4.102 -2.434 1.841
H 1.373 -6.051 -1.043
H 2.029 -0.323 -7.457
*
```

HOMO (alpha / beta): -0.59040 / -0.59041 hartree
Kohn-Sham gap (alpha / beta): 5.4852 / 5.9666 eV
Calculated total energy: -70337.4338 eV
Relative energy (zero: lowest compared OMol25 entry of this formula, charge and spin): 1.778 eV
<S²>: 0.77

Calculated atomic charges, method Mulliken, unit e: number 1, Re, carries 0.00; number 2, S, carries 0.17; number 3, S, carries 0.11; number 4, O, carries -0.23; number 5, O, carries 0.18; number 6, O, carries -0.05; number 7, O, carries 0.81; number 8, O, carries -0.26; number 9, N, carries 0.24; number 10, C, carries 0.09; number 11, C, carries -0.84; number 12, C, carries -1.05; number 13, C, carries -0.76; number 14, C, carries -0.14; number 15, C, carries -0.61; number 16, C, carries 0.56; number 17, C, carries -0.65; number 18, C, carries -0.75; number 19, C, carries 1.20; number 20, C, carries -1.27; number 21, C, carries -0.67; number 22, C, carries -0.36; number 23, C, carries -0.83; number 24, C, carries -1.41; number 25, C, carries -0.71; number 26, C, carries -0.32; number 27, C, carries -0.37; number 28, C, carries -0.78; number 29, C, carries -0.87; number 30, C, carries -0.79; number 31, C, carries 0.29; number 32, C, carries -0.62; number 33, C, carries -0.93; number 34, C, carries 1.05; number 35, C, carries 0.95; number 36, C, carries -1.06; number 37, C, carries -0.99; number 38, C, carries -0.72; number 39, C, carries -0.99; number 40, C, carries -1.22; number 41, C, carries -0.48; number 42, C, carries 0.82; number 43, H, carries 0.40; number 44, H, carries 0.02; number 45, H, carries 0.45; number 46, H, carries 0.32; number 47, H, carries 0.50; number 48, H, carries 0.57; number 49, H, carries 0.93; number 50, H, carries 0.37; number 51, H, carries 0.47; number 52, H, carries 0.45; number 53, H, carries 0.37; number 54, H, carries 0.44; number 55, H, carries 0.03; number 56, H, carries 0.44; number 57, H, carries 0.47; number 58, H, carries 0.56; number 59, H, carries 0.51; number 60, H, carries 0.29; number 61, H, carries 0.50; number 62, H, carries 0.51; number 63, H, carries 0.52; number 64, H, carries 0.50; number 65, H, carries 0.59; number 66, H, carries 0.87; number 67, H, carries 0.55; number 68, H, carries 0.30; number 69, H, carries 0.53; number 70, H, carries 0.51; number 71, H, carries 0.47; number 72, H, carries 0.45; number 73, H, carries 0.54; number 74, H, carries 0.47; number 75, H, carries 0.13; number 76, H, carries 0.29; number 77, H, carries 0.47; number 78, H, carries 0.55; number 79, H, carries 0.46; number 80, H, carries 0.46

***

2.
The following is a quantum chemistry calculation of C5H4O in the gas phase at a distorted geometry, from the OMol25 dataset.

Structure (ORCA input):
```
! RIJCOSX wB97M-V def2-TZVPD def2/J DEFGRID3
* xyz 0 1
O 2.973 0.509 -0.053
C 2.028 -0.160 -0.045
C -1.957 1.238 -0.267
C 0.965 -0.929 -0.048
C -0.382 -0.470 0.146
C -0.782 0.865 0.301
H -0.034 1.606 0.558
H -1.145 -1.207 -0.049
H -2.780 0.529 -0.320
H 1.113 -1.982 -0.223
*
```

HOMO (alpha / beta): -0.26775 / -0.30949 hartree
Kohn-Sham gap (alpha / beta): 6.8258 / 7.9434 eV
Calculated total energy: -7292.1527 eV
Relative energy (zero: lowest compared OMol25 entry of this formula, charge and spin): 3.556 eV

Calculated atomic charges, method natural (NBO), unit e: number 1, O, carries -0.41; number 2, C, carries 0.77; number 3, C, carries -0.13; number 4, C, carries -0.58; number 5, C, carries -0.08; number 6, C, carries -0.39; number 7, H, carries 0.20; number 8, H, carries 0.21; number 9, H, carries 0.13; number 10, H, carries 0.28